Below is an isolated molecule of C2H4ClPS2, with properties calculated with ωB97M-V/def2-TZVPD.

SMILES string = ClP1CCSS1
relative energy (zero: lowest compared OMol25 entry of this formula, charge and spin) = 10.7 kcal/mol
Kohn-Sham gap = 8.49 eV
LUMO energy = 0.3204 eV
net charge = 0
multiplicity = 1
total energy = -1676.5345 a.u.

Last column: Löwdin charge in e.
Atoms and positions in Å:
Cl1 -1.831 -1.834 0.731  0.1502
P1 -1.473 -0.698 -0.852  0.2268
C1 0.512 -0.410 -0.634  -0.5358
C2 0.769 0.426 0.523  -0.6619
S1 -0.164 2.066 0.480  0.3515
S2 -1.964 1.289 -0.054  0.0635
H1 0.734 0.063 -1.659  0.0946
H2 1.010 -1.410 -0.541  0.0867
H3 0.484 -0.085 1.594  0.1140
H4 1.922 0.595 0.412  0.1104

Below is a structure of composition C2H4CoLiO, with properties calculated with ωB97M-V/def2-TZVPD.

<S²> = 3.7796
Kohn-Sham gap (spin up / spin down) = 8.03 / 7.25 eV
LUMO energy (spin up / spin down) = -4.4351 / -4.9109 eV
net charge = +1
multiplicity = 4
total energy = -1543.7401 a.u.

Last column: Löwdin charge in e.
Atoms and positions in Å:
C1 0.299 -0.360 0.215  -0.3762
H1 -0.063 -1.150 0.884  0.1237
C2 1.600 -0.307 -0.162  -0.0144
H2 2.326 -1.004 0.250  0.0740
H3 1.920 0.297 -1.025  0.0686
O1 -0.578 0.585 -0.138  -0.4127
Li1 -2.431 0.553 -0.349  0.7190
Co1 0.654 1.903 0.182  0.6621
H4 -3.729 -0.518 0.145  0.1559